No. 1
12
Properties=species:S:1:pos:R:3:nbo_charge:R:1 method="wB97M-V/def2-TZVPD" charge=0 homo_lumo_gap_ev="7.9018 / 8.3441" energy_ha=-499.7691 relative_energy_ev=4.046
C 0.902 1.225 0.157 0.503
C 1.239 -1.667 -0.029 -0.206
N -0.098 0.392 0.222 -0.926
O 2.088 0.991 0.095 -0.646
Si -1.786 0.456 -0.078 1.100
H 0.562 2.290 0.192 0.119
H 2.167 -1.187 0.202 0.233
H 0.662 -2.130 0.745 0.192
H 0.938 -1.799 -1.047 0.193
H -2.412 -0.330 0.980 -0.186
H -2.040 -0.097 -1.408 -0.193
H -2.221 1.855 -0.029 -0.183



No. 2
12
Properties=species:S:1:pos:R:3:nbo_charge:R:1 method="wB97M-V/def2-TZVPD" charge=0 homo_lumo_gap_ev="8.1018 / 8.1010" energy_ha=-499.7689 relative_energy_ev=4.053
C -0.430 1.449 0.026 -0.041
C 0.768 0.913 -0.564 -0.180
N -1.457 -0.774 0.363 -1.145
O 1.090 -0.483 -0.455 -0.857
Si 0.007 -1.654 0.244 1.536
H -0.512 1.598 1.051 0.177
H -1.046 2.113 -0.508 0.199
H 0.624 1.038 -1.738 0.177
H 1.729 1.326 -0.283 0.242
H -1.617 -0.522 1.343 0.353
H 0.569 -2.484 1.349 -0.228
H 0.275 -2.520 -0.829 -0.235



No. 3
12
Properties=species:S:1:pos:R:3:nbo_charge:R:1 method="wB97M-V/def2-TZVPD" smiles="N=[SiH2].CC=O" charge=0 homo_lumo_gap_ev=9.6945 energy_ha=-499.7742 relative_energy_ev=3.907
N -1.561 2.756 2.122 -1.307
Si -1.283 1.284 1.554 1.297
H -1.385 3.211 3.077 0.392
H -1.569 1.630 0.121 -0.179
H -0.758 -0.013 1.932 -0.203
C 0.368 -1.688 -1.327 -0.724
C 1.175 -1.623 -0.048 0.444
O 2.065 -0.875 0.225 -0.510
H 0.778 -2.719 -1.629 0.241
H 0.662 -0.730 -1.992 0.228
H -0.678 -1.606 -1.215 0.234
H 0.790 -2.483 0.492 0.087



No. 4
12
Properties=species:S:1:pos:R:3:nbo_charge:R:1 method="wB97M-V/def2-TZVPD" charge=0 homo_lumo_gap_ev="8.2196 / 8.2192" energy_ha=-499.6711 relative_energy_ev=6.714
C 0.292 0.461 -1.471 -0.650
C -0.162 -0.406 -0.325 -0.248
N -1.063 -1.282 -0.380 0.058
O -1.181 -2.232 0.384 -0.367
Si -0.075 0.555 1.440 0.882
H -0.613 1.101 -1.752 0.236
H 1.200 0.823 -1.187 0.227
H 0.501 -0.130 -2.339 0.227
H 1.117 -0.988 0.524 0.070
H -0.564 -0.345 2.455 -0.120
H 1.342 0.769 1.728 -0.152
H -0.794 1.675 0.923 -0.163



No. 5
11
Properties=species:S:1:pos:R:3:nbo_charge:R:1 method="wB97M-V/def2-TZVPD" smiles="C=NC.S" charge=0 homo_lumo_gap_ev=8.8407 energy_ha=-533.2850 relative_energy_ev=1.236
C 0.903 1.850 -0.207 0.011
N 0.029 0.985 0.000 -0.394
C -1.273 1.273 0.523 -0.440
H 0.786 2.899 0.067 0.159
H 1.841 1.544 -0.657 0.189
H -1.508 0.503 1.269 0.226
H -1.984 1.206 -0.305 0.225
H -1.318 2.267 0.996 0.190
S 0.355 -1.899 -0.244 -0.540
H 0.241 -0.398 -0.213 0.252
H -0.927 -2.084 0.104 0.121



No. 6
11
Properties=species:S:1:pos:R:3:nbo_charge:R:1 method="wB97M-V/def2-TZVPD" smiles=CSCN charge=0 homo_lumo_gap_ev=9.6382 energy_ha=-533.3087 relative_energy_ev=0.593
C 1.664 -0.705 -0.562 -0.749
S 0.583 -0.021 0.703 0.224
C -0.767 0.734 -0.130 -0.408
N -2.059 0.025 -0.305 -0.816
H 1.477 -0.272 -1.541 0.220
H 1.666 -1.795 -0.625 0.215
H 2.653 -0.477 -0.158 0.226
H -0.445 1.072 -1.136 0.185
H -0.957 1.721 0.296 0.215
H -2.748 0.768 -0.439 0.345
H -2.121 -0.300 -1.265 0.344



No. 7
11
Properties=species:S:1:pos:R:3:nbo_charge:R:1 method="wB97M-V/def2-TZVPD" charge=+1 homo_lumo_gap_ev="6.4231 / 2.8893" energy_ha=-532.9801 spin_multiplicity=2 relative_energy_ev=0.976
S 3.230 -0.715 -3.984 -0.287
H 3.076 0.233 -3.026 0.135
C -2.410 0.707 2.521 0.137
C -3.739 0.484 2.875 -0.118
N -1.360 0.409 3.316 -0.582
H -2.165 1.392 1.695 0.246
H -4.422 1.232 2.482 0.244
H -3.945 -0.045 3.803 0.223
H -1.577 -0.316 4.003 0.414
H -0.617 0.055 2.702 0.436
H 4.557 -0.762 -3.715 0.152



No. 8
10
Properties=species:S:1:pos:R:3:nbo_charge:R:1 method="wB97M-V/def2-TZVPD" charge=-1 homo_lumo_gap_ev=6.3381 energy_ha=-155.6002 relative_energy_ev=0.203
O 1.244 1.835 -1.064 -1.367
H 0.647 2.481 -0.626 0.382
C -1.211 -0.892 0.911 -0.615
C 0.052 -1.096 0.121 -0.641
H -1.635 0.081 0.606 0.209
H -1.160 -0.692 1.989 0.186
H -2.056 -1.578 0.796 0.177
H 0.685 -0.203 0.048 0.303
H 0.645 -1.929 0.519 0.165
H -0.185 -1.320 -0.920 0.200



No. 9
14
Properties=species:S:1:pos:R:3:nbo_charge:R:1 method="wB97M-V/def2-TZVPD" charge=-1 homo_lumo_gap_ev=6.6520 energy_ha=-1311.7893 relative_energy_ev=2.230
C 1.563 -0.809 -0.460 -0.618
C 0.278 -0.818 0.235 -0.609
O -1.086 0.067 -2.088 -1.146
O -0.487 2.315 -0.521 -0.939
P -2.880 0.684 0.595 -0.579
P -1.266 -0.094 -0.649 1.492
S -0.923 -2.250 -0.100 -0.352
H 1.517 -0.901 -1.517 0.223
H 2.173 -1.851 -0.165 0.172
H 2.098 0.056 -0.112 0.207
H 0.400 -0.682 1.324 0.216
H -1.535 2.444 -0.625 0.477
H -2.475 0.014 1.719 -0.012
H -0.617 1.957 -1.382 0.469



No. 10
13
Properties=species:S:1:pos:R:3:nbo_charge:R:1 method="wB97M-V/def2-TZVPD" charge=0 homo_lumo_gap_ev="6.8348 / 7.0581" energy_ha=-970.2586 spin_multiplicity=3 relative_energy_ev=0.779
C -0.261 2.270 -0.422 -0.263
C 1.496 -1.872 -0.037 -0.311
O -0.679 1.603 0.809 -0.853
O 1.103 -0.580 0.052 -0.363
P -0.810 0.063 1.209 0.814
S -2.384 -0.501 -0.067 -0.392
H -0.982 2.872 -0.970 0.200
H 0.355 1.471 -0.913 0.207
H 0.412 3.064 -0.055 0.189
H 1.788 -2.016 -1.120 0.236
H 0.605 -2.585 0.054 0.189
H 2.242 -2.196 0.688 0.178
H -2.884 -1.592 0.771 0.168



No. 11
14
Properties=species:S:1:pos:R:3:nbo_charge:R:1 method="wB97M-V/def2-TZVPD" charge=-1 homo_lumo_gap_ev=6.9470 energy_ha=-993.8299 relative_energy_ev=2.470
C -1.361 1.109 1.415 -0.237
C 0.494 -1.827 -0.483 -1.206
O 1.644 2.143 0.099 -1.077
O 2.735 0.091 -1.000 -1.040
O -1.490 0.302 0.261 -0.893
Si -0.211 -0.110 -0.786 1.297
S 1.745 1.157 -1.197 1.166
H -2.015 0.596 2.069 0.153
H -1.829 2.063 1.215 0.158
H -0.428 1.273 1.894 0.192
H 0.144 -2.396 0.416 0.230
H 0.212 -2.442 -1.376 0.227
H 1.644 -1.626 -0.601 0.291
H -1.283 -0.333 -1.926 -0.261



No. 12
13
Properties=species:S:1:pos:R:3:nbo_charge:R:1 method="wB97M-V/def2-TZVPD" charge=0 homo_lumo_gap_ev="3.5786 / 3.6780" energy_ha=-520.1044 spin_multiplicity=2
O 0.053 2.790 -0.434 -0.989
Sn 1.400 4.069 -0.572 0.826
H -0.893 2.990 -0.741 0.540
C 0.037 1.313 0.201 -0.251
H 1.100 1.178 0.442 0.230
H -0.673 1.442 1.030 0.222
H -0.370 0.723 -0.632 0.226
O -0.045 -0.890 1.235 -0.656
C -0.167 -2.753 -0.137 -0.246
O 0.704 -1.944 0.611 -0.363
H -0.627 -2.178 -0.958 0.134
H 0.441 -3.571 -0.551 0.166
H -0.959 -3.168 0.506 0.160



Question: Look up the charge of the first one.
Answer: 0



Copy entry 10 word for word.
13
Properties=species:S:1:pos:R:3:nbo_charge:R:1 method="wB97M-V/def2-TZVPD" charge=0 homo_lumo_gap_ev="6.8348 / 7.0581" energy_ha=-970.2586 spin_multiplicity=3 relative_energy_ev=0.779
C -0.261 2.270 -0.422 -0.263
C 1.496 -1.872 -0.037 -0.311
O -0.679 1.603 0.809 -0.853
O 1.103 -0.580 0.052 -0.363
P -0.810 0.063 1.209 0.814
S -2.384 -0.501 -0.067 -0.392
H -0.982 2.872 -0.970 0.200
H 0.355 1.471 -0.913 0.207
H 0.412 3.064 -0.055 0.189
H 1.788 -2.016 -1.120 0.236
H 0.605 -2.585 0.054 0.189
H 2.242 -2.196 0.688 0.178
H -2.884 -1.592 0.771 0.168



Question: Which of these has the highest charge?
Answer: number 7